{"formula": "C29H43Cl24NS", "method": "ωB97M-V/def2-TZVPD", "total_charge": 0, "largest_force_ev_per_a": 5.2, "orbital_gap_ha": 0.2755, "multiplicity": 1, "homo_ev": -7.25, "total_energy_ha": -12627.6083, "e_lumo_ha": 0.009, "elements": ["C", "C", "C", "C", "C", "C", "C", "C", "C", "C", "C", "N", "C", "C", "C", "C", "C", "C", "S", "H", "H", "H", "H", "H", "H", "H", "H", "H", "H", "H", "H", "H", "H", "H", "H", "H", "H", "H", "C", "Cl", "Cl", "H", "H", "C", "Cl", "Cl", "H", "H", "C", "Cl", "Cl", "H", "H", "C", "Cl", "Cl", "H", "H", "C", "Cl", "Cl", "H", "H", "C", "Cl", "Cl", "H", "H", "C", "Cl", "Cl", "H", "H", "C", "Cl", "Cl", "H", "H", "C", "Cl", "Cl", "H", "H", "C", "Cl", "Cl", "H", "H", "C", "Cl", "Cl", "H", "H", "C", "Cl", "Cl", "H", "H"], "xyz": [[6.1721, -2.5057, 0.2990], [5.5046, -1.0035, 0.3019], [5.5506, -0.2957, -1.2110], [6.0580, 1.2664, -1.1569], [5.2919, 2.2715, -2.2096], [3.6794, 2.4664, -1.9065], [2.6997, 3.2123, -3.0380], [1.0670, 3.3707, -2.7360], [0.4812, 2.7782, -1.2989], [1.4523, 2.0483, -0.1493], [3.0635, 1.9118, -0.4706], [0.8755, 1.5380, 1.1525], [-0.3306, 0.6466, 0.9562], [-0.4701, -0.8586, 1.6695], [-1.8243, -1.8056, 1.4156], [-3.1115, -1.3052, 0.4910], [-2.9529, 0.1935, -0.2146], [-1.6167, 1.1289, 0.0018], [-1.3697, 2.8333, -0.8265], [5.4268, -3.3612, 0.6073], [7.0976, -2.5238, 1.0285], [6.5968, -2.8227, -0.7687], [6.1883, -0.3321, 0.9928], [4.4170, -1.0382, 0.7519], [4.4354, -0.4059, -1.6225], [6.2712, -0.9342, -1.8794], [5.8778, 1.6516, -0.0517], [7.2243, 1.3377, -1.3833], [5.4184, 1.9473, -3.3433], [5.7833, 3.3453, -2.0961], [3.2150, 3.5818, -4.0412], [0.3427, 3.8808, -3.5338], [3.7293, 1.3975, 0.3741], [1.5938, 1.1243, 1.7862], [0.3926, -1.3283, 2.3473], [-1.9292, -2.8942, 1.8932], [-4.0817, -1.9647, 0.3033], [-3.8064, 0.6343, -0.9056], [4.0602, -5.1950, 3.2762], [5.7158, -4.7189, 3.6731], [3.1875, -3.8710, 2.4950], [4.0891, -6.0512, 2.5979], [3.5390, -5.4706, 4.1962], [6.2068, -2.4464, -4.6016], [7.7334, -1.5582, -4.5277], [4.8357, -1.3424, -4.7634], [6.2270, -3.1174, -5.4638], [6.0888, -3.0281, -3.6841], [-5.6208, 1.6146, 2.5967], [-4.2802, 0.8290, 1.7536], [-5.0873, 2.3082, 4.1326], [-6.0195, 2.4124, 1.9654], [-6.4005, 0.8744, 2.7924], [8.4732, -5.3316, -6.4603], [6.7302, -5.2573, -6.1751], [9.2229, -6.6041, -5.4889], [8.6521, -5.5394, -7.5180], [8.9188, -4.3705, -6.1926], [8.5862, 1.9169, -4.1808], [10.2020, 1.9643, -4.8964], [8.4962, 2.9437, -2.7447], [7.8605, 2.2707, -4.9172], [8.3526, 0.8877, -3.8976], [1.9517, 3.8489, 4.1409], [3.0987, 5.0771, 4.6896], [2.7941, 2.4301, 3.5066], [1.3265, 3.5442, 4.9837], [1.3262, 4.2735, 3.3520], [-8.4852, 0.4012, 4.9982], [-8.9168, 0.1942, 3.2964], [-6.9128, -0.3263, 5.3486], [-8.4423, 1.4688, 5.2270], [-9.2456, -0.0788, 5.6189], [7.3497, 5.6570, -5.7806], [8.6766, 4.6778, -6.4175], [6.0858, 4.6380, -5.0815], [7.7387, 6.3229, -5.0065], [6.9212, 6.2476, -6.5941], [-12.2903, 0.4280, 6.4783], [-11.0315, -0.7435, 6.8882], [-11.6002, 1.8570, 5.6994], [-13.0032, -0.0402, 5.7952], [-12.8029, 0.7342, 7.3934], [-15.0613, -2.8405, 5.2411], [-13.4057, -2.3644, 5.6380], [-15.9340, -1.5165, 4.4599], [-15.0324, -3.6967, 4.5628], [-15.5825, -3.1161, 6.1612], [-16.5313, -0.3529, 0.9553], [-16.0770, 1.0747, 0.0169], [-15.6743, -1.7893, 0.3833], [-16.2802, -0.1833, 2.0052], [-17.6070, -0.5170, 0.8551], [1.7587, -1.7478, -2.9930], [0.9716, -2.9961, -2.0196], [1.6610, -0.1694, -2.2032], [2.8099, -2.0131, -3.1292], [1.2637, -1.6903, -3.9655]]}